P:
The following is a DFT calculation (ωB97M-V with the def2-TZVPD basis set) of a cluster of 2 separate species, C10H16S in total.

Bonds (Å) are listed after each position.
Element x y z (Å)
1 C 0.38905 3.14630 -3.66551  C2 1.506, H8 1.083, H9 1.088, H10 1.093
2 C 0.40737 1.79054 -3.00979  C1 1.506, C3 1.392, C7 1.391
3 C 0.81293 0.68320 -3.74927  C2 1.392, C4 1.393, H11 1.090
4 C 0.95002 -0.60491 -3.23591  C3 1.393, C5 1.397, H12 1.075
5 C 0.64552 -0.77366 -1.88275  C4 1.397, C6 1.376, H13 1.085
6 C 0.19869 0.29874 -1.14457  C5 1.376, C7 1.392, H14 1.083
7 C 0.02665 1.56722 -1.69042  C2 1.391, C6 1.392, H15 1.082
8 H 0.16301 3.95675 -2.98376  C1 1.083
9 H -0.28889 3.12990 -4.51575  C1 1.088
10 H 1.37751 3.33270 -4.09224  C1 1.093
11 H 1.02286 0.71877 -4.81816  C3 1.090
12 H 1.36804 -1.38519 -3.84591  C4 1.075
13 H 0.87810 -1.73320 -1.43375  C5 1.085
14 H -0.09954 0.12182 -0.11815  C6 1.083
15 H -0.34004 2.36645 -1.06043  C7 1.082
16 C -1.41964 -2.01995 1.98557  C17 1.528, H20 1.084, H21 1.097, H22 1.097
17 C -1.56411 -1.22768 3.28364  C16 1.528, S18 1.839, H23 1.086, H24 1.087
18 S -0.65362 -1.98486 4.69041  C17 1.839, C19 1.844
19 C 0.85066 -0.92464 4.80553  S18 1.844, H25 1.087, H26 1.089, H27 1.082
20 H -0.40924 -2.40948 1.94905  C16 1.084
21 H -1.83651 -1.45298 1.14438  C16 1.097
22 H -2.14353 -2.84015 1.90840  C16 1.097
23 H -1.13433 -0.23787 3.15776  C17 1.086
24 H -2.58228 -1.23741 3.66288  C17 1.087
25 H 0.61218 -0.04651 5.40034  C19 1.087
26 H 1.50932 -1.52542 5.43105  C19 1.089
27 H 1.25984 -0.70846 3.82735  C19 1.082

Its structure (SMILES) is Cc1ccccc1.CCSC. The HOMO-LUMO gap is 9.3 eV. The calculation puts the molecular weight at 168.305 g/mol. Its spin multiplicity is 1.



Q:
The following is a DFT calculation (ωB97M-V with the def2-TZVPD basis set) of a cluster of 2 separate species, C10H16S in total.

Bonds (Å) are listed after each position.
Element x y z (Å)
1 C 1.62750 -2.70136 -1.09752  C2 1.518, H8 1.089, H9 1.087, H10 1.085
2 C 0.27396 -2.05987 -0.84827  C1 1.518, C3 1.390, C7 1.383
3 C -0.15265 -1.03434 -1.68422  C2 1.390, C4 1.392, H11 1.083
4 C -1.30961 -0.30915 -1.41187  C3 1.392, C5 1.382, H12 1.083
5 C -2.13228 -0.72336 -0.38116  C4 1.382, C6 1.389, H13 1.086
6 C -1.78512 -1.83826 0.37053  C5 1.389, C7 1.397, H14 1.084
7 C -0.53146 -2.43391 0.21156  C2 1.383, C6 1.397, H15 1.084
8 H 2.31511 -2.22364 -0.40137  C1 1.089
9 H 1.91350 -2.55002 -2.13545  C1 1.087
10 H 1.60623 -3.77202 -0.92036  C1 1.085
11 H 0.55019 -0.72103 -2.44611  C3 1.083
12 H -1.47324 0.56515 -2.03007  C4 1.083
13 H -2.82203 -0.03367 0.09526  C5 1.086
14 H -2.43373 -2.22009 1.15025  C6 1.084
15 H -0.23025 -3.11025 1.00375  C7 1.084
16 C 0.61758 0.98824 2.74293  C17 1.504, H20 1.080, H21 1.095, H22 1.090
17 C 0.75710 0.97793 1.24533  C16 1.504, S18 1.845, H23 1.091, H24 1.086
18 S 0.21978 2.62747 0.61703  C17 1.845, C19 1.788
19 C 0.98500 2.61053 -0.99941  S18 1.788, H25 1.082, H26 1.098, H27 1.092
20 H 0.71440 0.01123 3.19212  C16 1.080
21 H -0.32296 1.46738 3.03547  C16 1.095
22 H 1.31268 1.70799 3.17529  C16 1.090
23 H 1.77462 0.90065 0.85993  C17 1.091
24 H 0.17526 0.25384 0.68212  C17 1.086
25 H 0.84926 3.55004 -1.51951  C19 1.082
26 H 2.07454 2.47930 -1.02005  C19 1.098
27 H 0.58401 1.79339 -1.60210  C19 1.092

Its structure (SMILES) is Cc1ccccc1.CCSC. The HOMO-LUMO gap is 9.2 eV. The calculation puts the molecular weight at 168.305 g/mol. Its spin multiplicity is 1.



Most favorable structure: Q. The second most favorable one is 2.1 kcal/mol above it.



P:
The following is a DFT calculation (ωB97M-V with the def2-TZVPD basis set) of the ion C7H10NO2 with charge +1.

Bonds (Å) are listed after each position.
Element x y z (Å)
1 C 1.27544 -1.23900 -0.11154  C2 1.464, H11 1.041, H12 1.120, H13 1.162
2 C 0.68302 0.09075 0.04385  C1 1.464, N3 1.461, C4 1.720, C6 1.471
3 N 1.06846 0.63780 1.34226  C2 1.461, H14 0.999, H15 1.059, H16 1.070
4 C 1.38864 1.18706 -1.07872  C2 1.720, O5 1.206, H17 1.053
5 O 2.11386 2.06587 -0.68412  C4 1.206
6 C -0.76954 0.28507 -0.08738  C2 1.471, C7 1.385, O10 1.349
7 C -1.67853 -0.27598 -0.96970  C6 1.385, C8 1.469, H18 1.075
8 C -2.96968 0.37929 -0.72286  C7 1.469, C9 1.360, H19 1.135
9 C -2.70809 1.10139 0.39892  C8 1.360, O10 1.341, H20 0.986
10 O -1.42032 1.09509 0.77290  C6 1.349, C9 1.341
11 H 2.27804 -1.10533 0.13292  C1 1.041
12 H 0.63816 -1.99023 0.42064  C1 1.120
13 H 1.16815 -1.78869 -1.13019  C1 1.162
14 H 1.40557 -0.10642 1.91722  N3 0.999
15 H 0.34623 1.28588 1.76517  N3 1.059
16 H 1.98601 1.18394 1.41320  N3 1.070
17 H 1.17525 0.92029 -2.07518  C4 1.053
18 H -1.66775 -0.95409 -1.80408  C7 1.075
19 H -3.90627 0.02885 -1.25949  C8 1.135
20 H -3.25299 1.68976 0.97182  C9 0.986

Its structure (SMILES) is C[C@@]([NH3+])(C=O)c1ccco1. The HOMO-LUMO gap is 9.3 eV. Its total charge is +1. The calculation puts the molecular weight at 140.162 g/mol. Its spin multiplicity is 1.



Q:
The following is a DFT calculation (ωB97M-V with the def2-TZVPD basis set) of the ion C7H10NO2 with charge +1.

Bonds (Å) are listed after each position.
Element x y z (Å)
1 C 3.42502 -0.62987 0.78759  O2 1.483, H11 1.054, H12 1.071, H13 1.103
2 O 2.38252 0.41616 0.64791  C1 1.483, C3 1.323
3 C 1.23485 -0.06002 0.19252  O2 1.323, N4 1.711, C5 1.455, H14 1.123
4 N 0.94656 0.73498 -1.29476  C3 1.711, C5 1.471, H15 1.004, H16 1.032
5 C 0.15206 0.87653 -0.06492  C3 1.455, N4 1.471, C6 1.653, H17 1.082
6 C -1.43885 0.43274 -0.12051  C5 1.653, C7 1.448, O10 1.312
7 C -2.34942 0.40896 1.00513  C6 1.448, C8 1.465, H18 1.065
8 C -3.48111 -0.27335 0.37385  C7 1.465, C9 1.367, H19 1.106
9 C -3.13200 -0.50201 -0.92774  C8 1.367, O10 1.345, H20 1.092
10 O -1.89266 -0.08125 -1.23904  C6 1.312, C9 1.345
11 H 4.03163 -0.63588 -0.07476  C1 1.054
12 H 2.98587 -1.60338 0.86624  C1 1.071
13 H 3.95159 -0.34954 1.71565  C1 1.103
14 H 1.17270 -1.14609 -0.08803  C3 1.123
15 H 0.39112 0.36665 -2.04547  N4 1.004
16 H 1.34166 1.63140 -1.62070  N4 1.032
17 H 0.20108 1.80774 0.48371  C5 1.082
18 H -1.96648 0.42386 1.99911  C7 1.065
19 H -4.34712 -0.58380 0.98795  C8 1.106
20 H -3.60903 -1.23384 -1.58372  C9 1.092

Its structure (SMILES) is CO[C@@H]1[NH2+][C@H]1c1ccco1. The HOMO-LUMO gap is 9.2 eV. Its total charge is +1. The calculation puts the molecular weight at 140.162 g/mol. Its spin multiplicity is 1.



Most favorable structure: P. The second most favorable one is 24.9 kcal/mol above it.